No. 1
This record from OMol25 describes a 2-piece molecular cluster, C30H32NO2 overall. The level of theory is ωB97M-V/def2-TZVPD.

frontier orbital gap	0.1305	Ha
charge	+1
relative energy (zero: lowest compared OMol25 entry of this formula, charge and spin)	15.4	kcal/mol
LUMO	-5.7	eV

XYZ file:
```
65
Properties=species:S:1:pos:R:3:lowdin_charge:R:1
C 1.08082 1.66597 3.76057 -0.21
C 2.36234 2.13169 3.07315 -0.19
C 2.19783 2.48796 1.58297 -0.13
C 0.81817 2.98366 1.20991 -0.24
N 0.65410 3.45654 -0.07927 -0.10
C 1.82958 3.75602 -0.89578 -0.14
C 1.44061 4.61319 -2.09572 -0.18
O 0.27429 4.13822 -2.77016 -0.13
C -0.87572 4.03816 -1.93455 -0.18
C -0.63726 3.19710 -0.69068 -0.15
C -0.22379 3.00983 2.11029 -0.06
C -0.04404 2.69477 3.54865 -0.22
H 0.76754 0.69385 3.36253 0.09
H 1.26445 1.52849 4.83403 0.11
H 2.71946 3.04082 3.57633 0.12
H 3.14982 1.37691 3.17736 0.11
H 2.95950 3.24556 1.32523 0.11
H 2.44164 1.60686 0.95796 0.12
H 2.55014 4.32350 -0.29071 0.12
H 2.33903 2.82987 -1.23299 0.13
H 1.30625 5.65507 -1.75528 0.13
H 2.23499 4.57387 -2.85341 0.13
H -1.23541 5.03811 -1.63380 0.13
H -1.63900 3.54192 -2.54777 0.13
H -0.73898 2.12461 -0.94972 0.13
H -1.42856 3.42555 0.02309 0.10
H -1.17429 3.47443 1.83778 0.09
H -0.99026 2.32794 3.96605 0.09
H 0.19819 3.62251 4.10492 0.12
C -7.03904 -2.50103 -0.42683 -0.03
O -6.52639 -1.55074 0.53306 -0.05
C -5.21155 -1.53934 0.87459 -0.22
C -4.80211 -0.58777 1.84036 0.04
C -3.50137 -0.54778 2.30584 0.01
C -2.52943 -1.45726 1.80789 -0.13
C -1.21324 -1.57229 2.38454 0.06
C -0.09121 -2.18575 1.70005 -0.11
C 0.85624 -2.62039 2.68659 -0.09
C 1.91630 -3.44555 2.34153 0.02
C 2.12605 -3.74013 0.98572 -0.02
C 1.24890 -3.25300 0.00662 -0.04
C 0.12437 -2.50189 0.36050 0.00
C 0.36587 -2.21983 3.99129 -0.10
C -0.89939 -1.54066 3.80560 -0.10
C -1.62645 -1.16473 4.93248 0.02
C -1.07799 -1.38139 6.20589 -0.04
C 0.12278 -2.09001 6.36583 -0.02
C 0.83440 -2.54309 5.24899 0.01
C -2.94523 -2.36658 0.79973 0.01
C -4.24611 -2.41460 0.33502 0.02
H -8.09884 -2.25510 -0.50533 0.10
H -6.55948 -2.37667 -1.40285 0.10
H -6.92662 -3.52664 -0.06284 0.10
H -5.55220 0.09596 2.22530 0.13
H -3.21246 0.18926 3.05221 0.12
H 2.54969 -3.85519 3.12288 0.12
H 2.97683 -4.35378 0.69326 0.12
H 1.42728 -3.48630 -1.04316 0.12
H -0.57557 -2.16149 -0.39904 0.12
H -2.60691 -0.71387 4.81540 0.11
H -1.61171 -1.02355 7.08485 0.12
H 0.49827 -2.29442 7.36591 0.12
H 1.73539 -3.14779 5.34749 0.12
H -2.22384 -3.09365 0.42919 0.11
H -4.51539 -3.14196 -0.42968 0.12
```

No. 2
This record from OMol25 describes a 2-piece molecular cluster, C30H34Br2N2O3S2 overall. The level of theory is ωB97M-V/def2-TZVPD.

frontier orbital gap	0.2731	Ha
SMILES string	CC(C)C[C@@H](C)COc1cccc2c1C(=O)c1c(CCCSC(=S)n3ccnc3)cccc1C2=O.BrCCBr
charge	0
LUMO	-1.2	eV

XYZ file:
```
73
Properties=species:S:1:pos:R:3:lowdin_charge:R:1
C -0.72477 -5.82280 2.16576 -0.10
C -1.62786 -4.49353 2.17299 -0.40
C -0.91076 -3.21352 2.82546 -0.09
C -2.16677 -4.25697 0.67617 -0.16
C -1.05313 -3.63993 -0.32515 -0.29
C -1.02284 -4.44914 -1.72139 -0.08
C -1.41431 -2.08908 -0.54953 -0.16
O -0.36963 -1.17051 -0.11454 -0.12
C 0.39963 -0.68129 -1.20093 -0.15
C 1.85801 -1.21338 -1.41984 0.03
C 2.78764 -0.69186 -2.57385 -0.04
C 2.27252 0.39358 -3.55237 0.00
C 0.82688 0.91957 -3.32729 -0.03
C -0.11495 0.40240 -2.17688 0.02
C -1.58827 1.05775 -2.09518 -0.23
O -2.63814 0.39026 -1.90644 0.04
C -1.60740 2.65506 -2.32803 -0.03
C -2.48559 3.58679 -1.44445 -0.11
C -3.35608 2.90691 -0.29486 -0.17
C -3.63646 3.83607 0.98674 -0.25
C -2.47479 3.54964 2.08900 -0.45
S -1.29291 4.98988 1.99888 0.81
C 0.37020 4.22017 1.66863 -0.96
S 0.72107 3.32930 0.27857 0.70
N 1.40114 4.43444 2.71618 -0.22
C 1.31876 4.07662 4.12994 -0.03
C 2.68280 4.61171 4.62099 -0.11
N 3.40332 5.22820 3.51163 -0.02
C 2.62352 5.11769 2.30722 -0.10
C -2.40256 5.10822 -1.74114 0.00
C -1.46718 5.62689 -2.88792 -0.04
C -0.59043 4.70162 -3.76984 0.00
C -0.66211 3.17653 -3.47313 -0.04
C 0.22413 2.08528 -4.26855 -0.26
O 0.40290 2.10926 -5.51056 0.05
H -0.13495 -5.82504 3.15555 0.08
H -1.37706 -6.77445 2.15075 0.09
H -0.02143 -5.82223 1.26758 0.07
H -2.55794 -4.70909 2.82613 0.13
H 0.06419 -3.02570 2.26099 0.06
H -1.58095 -2.28976 2.89660 0.09
H -0.61720 -3.48252 3.90575 0.08
H -2.47694 -5.29537 0.26971 0.11
H -3.14056 -3.63727 0.67155 0.12
H -0.01685 -3.66081 0.18916 0.09
H -1.77529 -5.31731 -1.76048 0.07
H -1.25779 -3.79284 -2.63732 0.08
H 0.03062 -4.88792 -1.90499 0.08
H -2.38239 -1.75109 -0.01633 0.13
H -1.63139 -1.92129 -1.67405 0.12
H 2.30562 -2.00649 -0.71200 -0.02
H 3.86519 -1.05843 -2.71324 0.04
H 2.87090 0.86000 -4.40676 0.11
H -4.36096 2.60664 -0.77605 0.13
H -2.90060 1.91268 0.07993 0.11
H -4.62747 3.47034 1.44462 0.11
H -3.70416 4.93188 0.68130 0.08
H -2.96356 3.43949 3.12321 0.08
H -1.92000 2.55715 1.88738 0.09
H 0.46356 3.55716 4.67615 0.11
H 3.03655 4.56363 5.70277 0.09
H 2.86314 5.48079 1.25166 0.13
H -3.01231 5.81031 -1.08864 0.09
H -1.40835 6.74957 -3.06248 0.09
H 0.11465 5.07123 -4.59635 0.11
Br 2.90841 -3.89368 0.73345 0.71
C 4.70368 -4.63375 0.55209 -0.67
C 5.66599 -3.61112 0.00246 -0.68
Br 5.42545 -3.37500 -1.91763 0.65
H 4.61853 -5.52431 -0.07070 0.05
H 4.99155 -4.92881 1.56237 0.06
H 6.69630 -3.95082 0.11964 0.06
H 5.55826 -2.62759 0.45997 0.06
```

No. 3
This record from OMol25 describes a 8-piece molecular cluster, C30H34F8INO23 overall. The level of theory is ωB97M-V/def2-TZVPD.

frontier orbital gap	0.3342	Ha
SMILES string	O=CC[C@]1(F)C[C@@H](CCCI)C(=O)N1.O=C1OC[C@@H](F)O1.O=C1OC[C@@H](F)O1.O=C1OC[C@@H](F)O1.O=C1OC[C@@H](F)O1.O=C1OC[C@@H](F)O1.O=C1OC[C@@H](F)O1.O=C1OC[C@@H](F)O1
charge	0
LUMO	0.4	eV

XYZ file:
```
97
Properties=species:S:1:pos:R:3:lowdin_charge:R:1
O 4.06989 -0.31804 -2.78843 0.05
C 4.27533 0.84586 -3.08865 -0.20
C 4.90958 1.22207 -4.40809 -0.05
C 5.42796 2.67434 -4.53039 -0.49
F 6.70847 2.65449 -4.01999 0.05
C 4.54609 3.77627 -3.99082 -0.05
C 3.34064 3.61962 -4.92182 -0.21
C 2.27122 4.71587 -4.81903 -0.17
C 0.89013 4.19429 -4.44319 -0.29
C 0.20261 3.18548 -5.35516 -0.63
I 0.28348 3.61776 -7.44469 0.84
C 4.11849 3.53798 -6.24607 -0.40
O 3.77101 3.86812 -7.35854 0.06
N 5.42299 3.04508 -5.94718 0.15
H 4.00864 1.65023 -2.38198 0.13
H 4.22362 0.95267 -5.20465 0.13
H 5.77020 0.56619 -4.51953 0.14
H 4.39030 3.85123 -2.92398 0.13
H 5.00049 4.68469 -4.38590 0.12
H 2.82281 2.67766 -4.74136 0.13
H 2.26852 5.35496 -5.69704 0.10
H 2.57577 5.36125 -3.99466 0.12
H 1.01101 3.68279 -3.48328 0.12
H 0.20679 5.01585 -4.25895 0.10
H -0.85141 3.17235 -5.11553 0.01
H 0.58292 2.17982 -5.21869 0.03
H 5.69611 2.28012 -6.54885 0.14
C 2.12588 -4.06986 -0.57842 -0.04
C 2.12633 -2.68229 -1.17509 -0.31
O 2.12622 -1.86136 -0.01665 0.14
C 2.72536 -2.56031 0.98177 -0.54
O 3.09624 -2.09272 2.00613 0.16
O 2.83527 -3.86519 0.64871 0.08
F 1.00305 -2.43554 -1.89363 0.08
H 1.11589 -4.41046 -0.35409 0.12
H 2.62532 -4.80772 -1.20019 0.14
H 2.99819 -2.44660 -1.78623 0.15
C -5.44242 4.91468 -5.97978 -0.05
C -4.82160 3.55838 -6.22565 -0.31
O -3.44175 3.86758 -6.30117 0.11
C -3.22819 4.98598 -5.55246 -0.55
O -2.16672 5.36892 -5.20138 0.17
O -4.40553 5.58833 -5.25904 0.08
F -5.22545 3.01427 -7.39801 0.08
H -5.63551 5.43762 -6.91717 0.15
H -6.35549 4.87246 -5.39260 0.14
H -4.98370 2.83410 -5.42540 0.17
C 7.53352 8.42235 -4.59023 -0.05
C 7.04062 7.24600 -3.77981 -0.32
O 5.63318 7.39836 -3.84990 0.11
C 5.35080 8.04277 -5.02304 -0.55
O 4.27915 8.10214 -5.51321 0.19
O 6.47659 8.59114 -5.53955 0.08
F 7.43345 7.31630 -2.48427 0.08
H 7.62113 9.31849 -3.97454 0.14
H 8.47734 8.23422 -5.09431 0.14
H 7.31852 6.26976 -4.18238 0.17
C 1.36892 -2.97283 5.23242 -0.05
C 1.26628 -1.67466 4.46959 -0.30
O 1.32642 -0.70994 5.50663 0.13
C 2.04211 -1.25594 6.53263 -0.55
O 2.48937 -0.64643 7.44078 0.18
O 2.16865 -2.59398 6.35815 0.08
F 0.07064 -1.56408 3.82073 0.06
H 0.39068 -3.31257 5.57733 0.14
H 1.84376 -3.76686 4.66330 0.13
H 2.07210 -1.49786 3.75799 0.14
C -2.27488 -3.73546 2.44605 -0.03
C -1.55715 -4.19503 1.19992 -0.30
O -0.30092 -4.60936 1.71931 0.11
C -0.50134 -5.01148 3.00638 -0.56
O 0.28072 -5.62888 3.64431 0.18
O -1.70391 -4.58682 3.45046 0.07
F -1.36050 -3.18558 0.31807 0.08
H -2.04666 -2.69538 2.68244 0.14
H -3.35295 -3.86816 2.39095 0.13
H -2.02785 -5.03187 0.68190 0.18
C -4.62754 -5.95864 6.06711 -0.04
C -5.73670 -4.95821 6.29406 -0.30
O -5.86740 -4.36229 5.00411 0.14
C -5.47806 -5.28630 4.09154 -0.57
O -5.68825 -5.21393 2.92597 0.16
O -4.81566 -6.30189 4.68810 0.07
F -5.37819 -4.00107 7.18803 0.07
H -3.64345 -5.50445 6.19506 0.14
H -4.70764 -6.83886 6.69897 0.14
H -6.68831 -5.40482 6.59667 0.14
C -8.19857 -6.30676 11.23602 -0.04
C -7.88439 -4.89961 10.78097 -0.31
O -7.34649 -5.11853 9.48511 0.13
C -7.88961 -6.26517 9.00494 -0.54
O -7.85016 -6.60709 7.86873 0.17
O -8.48798 -6.96049 9.99331 0.08
F -6.95267 -4.30490 11.55844 0.09
H -7.33136 -6.77640 11.70125 0.15
H -9.04825 -6.36506 11.90986 0.14
H -8.75206 -4.24320 10.70039 0.18
```

Look up the charge of the second one.
0